This record from the OMol25 dataset describes a molecular structure, C28H55BBeCsF3KN3NaO9PS2Ta. The level of theory is wB97M-V/def2-TZVPD.

Atoms and positions in Å:
H -2.762 -6.057 -0.388
H 4.157 -1.226 -2.135
H -2.355 -2.397 0.458
H -7.497 0.103 1.927
H -0.325 -9.163 -1.437
H -8.359 1.242 4.316
H 1.359 0.586 -2.343
H 3.890 -2.805 4.313
H -5.507 1.610 6.347
C 2.595 -3.133 2.494
O 5.073 2.505 0.876
H -0.836 -4.143 0.449
H -1.794 -0.227 -0.728
F -0.081 9.061 -4.588
O -3.185 -7.755 -1.499
H 2.961 -4.330 -1.339
C -0.983 -7.146 -0.989
N 6.870 3.648 0.320
C 5.563 3.165 1.991
K -8.765 -1.706 1.352
H -0.158 -1.634 -1.006
H 2.421 -4.425 -3.850
H -0.786 -0.126 2.269
H 2.811 -1.372 3.977
C 1.944 0.688 2.353
O 3.782 7.161 -3.583
C 2.620 -3.425 -3.335
H 1.202 -3.744 -1.577
C 2.296 -3.492 -1.771
C -7.302 1.119 3.906
C -4.305 -1.363 0.829
H -4.609 -1.024 -0.221
H 1.755 9.071 -6.264
O 3.317 8.914 -4.936
C -4.872 -0.276 1.867
Cs 1.151 11.596 -3.267
H -3.588 11.094 -0.987
C 2.749 1.710 -0.993
H -0.620 -8.146 -2.885
H 2.675 2.121 0.077
H 0.680 -5.884 2.640
C -2.699 -1.430 0.957
C 1.200 9.203 -4.177
O -3.330 11.975 -1.280
H -3.951 0.225 2.334
F 1.036 -1.573 -4.392
H -4.169 12.411 -1.474
H -0.482 1.357 1.109
H 2.083 -2.943 4.698
O -4.951 1.710 7.120
O 1.666 7.953 -3.727
H -2.481 -1.478 2.085
H -6.991 1.971 3.219
C -0.265 -5.425 2.182
H 2.223 10.594 -5.478
H 0.953 -4.806 0.358
H 2.830 -4.243 2.523
C -2.370 -6.604 -1.248
H -2.406 -5.954 -2.127
H -0.192 -6.426 -1.209
C 0.131 -4.362 0.998
O 4.102 -1.678 -1.265
C -1.971 -0.120 0.396
H -5.335 -0.634 4.070
H 3.386 -2.656 1.817
P 0.820 -2.830 1.854
O -2.816 -9.855 -2.256
H -0.716 -4.771 3.015
S 5.840 2.216 -1.971
C 3.023 2.971 -1.940
H 2.101 3.200 -2.587
Na 1.964 0.956 5.347
C -2.394 -8.789 -1.899
H -4.780 -2.391 0.995
N 6.731 3.908 1.648
H 3.728 -3.194 -3.509
B 2.734 -2.069 -1.085
H 2.006 -2.579 -3.848
S 1.508 2.015 3.301
C -0.602 0.226 1.203
C 5.897 2.792 -0.241
H -5.404 0.533 1.268
H 3.142 3.896 -1.268
H -1.019 -6.201 1.841
C 2.098 9.517 -5.327
H -5.862 -2.008 2.959
H 4.159 2.303 -3.805
C 1.312 1.001 -1.269
Ta 1.126 -0.875 0.119
C -5.770 -0.874 3.045
H 5.220 3.176 3.063
H -2.717 0.746 0.506
C -7.261 -0.230 3.008
H 1.248 9.931 -3.360
H 3.521 0.883 -1.061
H -8.048 -1.006 3.374
N 2.634 -0.062 1.547
C 2.837 -2.530 3.958
C 2.996 7.933 -4.040
C 4.341 2.872 -2.836
Be 5.119 5.427 -3.855
C -0.946 -8.379 -1.869
H -6.551 1.032 4.766
H -0.889 -7.438 0.060
H 0.444 1.727 -1.133
F 3.425 -4.611 5.314
H 4.603 3.968 -3.160

Output
Gap between HOMO and LUMO = 1.46 eV
Energy relative to the best compared isomer or geometry (same formula, charge and spin) = 158.57 kcal per mole
E_tot = -4256.3897 hartree
Net charge = +1
Spin multiplicity = 1